{
  "formula": "C44H38CoO13P4",
  "method": "ωB97M-V/def2-TZVPD",
  "elements": ["Co", "O", "C", "O", "C", "C", "C", "C", "C", "O", "C", "C", "O", "O", "H", "H", "H", "H", "H", "H", "H", "H", "O", "C", "C", "C", "C", "C", "C", "P", "C", "C", "C", "C", "C", "C", "C", "C", "C", "C", "C", "C", "C", "C", "C", "C", "C", "C", "P", "C", "C", "C", "C", "C", "C", "C", "C", "C", "C", "C", "C", "H", "H", "H", "H", "H", "H", "H", "H", "H", "H", "H", "H", "H", "H", "H", "H", "H", "H", "H", "H", "H", "H", "H", "H", "H", "H", "H", "H", "O", "P", "O", "O", "O", "P", "O", "O", "O", "H", "H"],
  "coordinates": [[-0.560351, -0.111060, 0.054039], [-1.911478, 2.720492, 3.034296], [-1.427572, 2.208615, 1.672849], [-0.957303, 1.005897, 1.753223], [-2.525220, 2.496887, 0.608338], [-2.006669, 3.195927, -0.667661], [-3.158593, 3.932594, -1.371238], [-3.928138, 2.746337, -1.990393], [-3.066353, 1.567968, -1.534037], [-1.734082, 2.116711, -1.559466], [-3.281227, 1.278236, -0.047040], [-3.680947, -1.018499, 0.744860], [-4.823136, -0.649082, 0.984125], [-3.083200, -2.079076, 0.918529], [-3.253306, 3.142337, 1.106430], [-1.106814, 3.793548, -0.559107], [-2.766639, 4.602499, -2.139521], [-3.755334, 4.520654, -0.672669], [-3.957065, 2.795841, -3.077943], [-4.950561, 2.652850, -1.626232], [-3.117136, 0.681500, -2.145958], [-4.338863, 1.275101, 0.221875], [2.683455, -1.052623, 1.513365], [2.933943, -2.312496, 1.034752], [4.214081, -2.846517, 0.896473], [4.373271, -4.167283, 0.510043], [3.263961, -4.957150, 0.259791], [2.005900, -4.383346, 0.321620], [1.805797, -3.049010, 0.664425], [0.100869, -2.295555, 0.486459], [-0.666607, -3.093317, 1.939944], [-0.945612, -4.448531, 2.055896], [-1.493122, -4.951715, 3.225443], [-1.759972, -4.100446, 4.288457], [-1.499143, -2.743126, 4.169085], [-0.965301, -2.236377, 2.995082], [-0.350311, -3.223058, -1.022069], [-1.661708, -3.664831, -1.275356], [-2.006037, -4.120786, -2.571868], [-1.158607, -3.993036, -3.619424], [0.151127, -3.301352, -3.465469], [0.559612, -3.170610, -2.044270], [3.619217, -0.057050, 1.589028], [4.834360, -0.204793, 2.253838], [5.727245, 0.855705, 2.285676], [5.406756, 2.061077, 1.678370], [4.157878, 2.218321, 1.101361], [3.235281, 1.177866, 1.065011], [1.442559, 1.408087, 0.638224], [1.682947, 2.478503, -0.848685], [1.713086, 1.822972, -2.079332], [1.890858, 2.532119, -3.255750], [2.015888, 3.915265, -3.223638], [1.974083, 4.579800, -2.007658], [1.815472, 3.863482, -0.828778], [1.040150, 2.640956, 1.935806], [-0.278042, 3.330861, 1.768393], [-0.977415, 3.790960, 3.034483], [-0.124531, 3.887088, 4.263254], [1.123856, 3.412424, 4.260366], [1.688605, 2.710671, 3.108974], [5.086750, -2.238846, 1.070048], [5.372738, -4.572653, 0.410855], [3.374818, -5.996795, -0.019355], [1.146668, -4.978732, 0.042987], [-0.762609, -5.113149, 1.220794], [-1.722896, -6.008101, 3.303293], [-2.198613, -4.492061, 5.198629], [-1.744946, -2.067801, 4.978645], [-0.828776, -1.167386, 2.865807], [-2.411641, -3.582602, -0.502583], [-3.000392, -4.511664, -2.734863], [-1.456241, -4.301918, -4.613422], [0.933145, -3.782883, -4.064309], [1.568379, -2.812581, -1.872136], [5.063761, -1.126772, 2.766134], [6.673829, 0.737710, 2.799074], [6.110064, 2.884153, 1.690072], [3.874114, 3.176051, 0.683769], [1.545794, 0.751641, -2.113459], [1.892291, 2.004266, -4.201071], [2.128661, 4.472316, -4.145380], [2.065655, 5.658838, -1.973945], [1.800007, 4.389158, 0.118115], [-0.215189, 4.094139, 0.995728], [-1.496553, 4.753192, 2.878011], [-0.538340, 4.354396, 5.149324], [1.738313, 3.486514, 5.151587], [2.619363, 2.179249, 3.267079], [-0.293109, 0.437433, -4.380976], [-0.849970, -0.813456, -3.534823], [0.141396, -1.954274, -4.085227], [-0.629618, -0.525743, -2.095272], [-2.223592, -1.143668, -4.087748], [-4.049789, -1.522446, -3.531166], [-4.615554, -0.115303, -4.227769], [-4.406669, -2.574356, -4.529721], [-2.763244, 0.002054, 0.230799], [-0.289185, 1.192393, -3.775299], [-4.822683, -0.359737, -5.140850]],
  "atomic_forces_ev_per_a": [[0.341, -0.196, 0.134], [-0.045, 0.028, 0.021], [0.217, -0.178, -0.040], [-0.289, -0.036, 0.273], [-0.055, 0.074, 0.096], [0.061, 0.169, 0.007], [0.025, 0.063, 0.015], [-0.019, -0.038, -0.007], [-0.060, -0.022, -0.047], [0.030, -0.034, -0.033], [-0.125, 0.006, -0.016], [0.320, 0.270, 0.524], [-0.340, 0.114, -0.178], [0.065, -0.337, -0.260], [-0.003, -0.038, -0.037], [-0.043, -0.043, -0.028], [0.000, -0.011, 0.005], [0.000, 0.020, 0.007], [0.005, -0.015, -0.005], [-0.030, 0.006, 0.003], [-0.024, -0.149, -0.093], [0.084, -0.019, 0.010], [-0.066, -0.075, 0.200], [-0.013, -0.010, -0.127], [0.031, 0.004, 0.007], [0.000, 0.007, -0.003], [0.039, -0.009, 0.012], [-0.003, -0.086, 0.001], [0.039, 0.097, 0.090], [-0.055, 0.205, 0.203], [0.007, -0.015, -0.036], [0.035, 0.015, -0.030], [-0.016, -0.055, 0.037], [-0.018, -0.011, 0.011], [-0.006, -0.010, 0.027], [-0.013, 0.022, -0.014], [0.061, -0.017, -0.051], [0.045, 0.070, -0.001], [0.000, -0.006, -0.012], [-0.036, -0.055, -0.059], [0.091, -0.029, -0.108], [-0.039, 0.111, 0.022], [0.044, 0.103, -0.073], [0.031, 0.081, 0.010], [-0.015, -0.076, 0.041], [0.023, 0.012, -0.021], [-0.023, 0.009, -0.077], [-0.040, -0.147, 0.164], [0.173, 0.252, -0.698], [0.046, 0.035, 0.130], [-0.089, -0.044, 0.029], [0.013, 0.053, -0.070], [-0.011, 0.012, -0.005], [0.028, 0.034, -0.030], [0.063, 0.023, 0.017], [-0.006, -0.165, 0.283], [0.120, 0.016, -0.028], [-0.091, 0.116, -0.014], [0.123, -0.042, -0.022], [-0.159, 0.105, 0.057], [-0.015, -0.042, -0.235], [-0.004, -0.025, -0.004], [0.020, -0.004, -0.004], [0.007, -0.022, -0.010], [0.029, 0.007, 0.018], [0.006, -0.030, -0.020], [-0.009, -0.010, -0.001], [-0.005, -0.008, 0.019], [-0.005, 0.019, 0.015], [0.018, 0.045, 0.014], [-0.069, -0.011, 0.101], [-0.058, -0.046, -0.050], [-0.058, 0.109, -0.009], [-0.105, -0.051, 0.102], [-0.021, 0.049, -0.010], [-0.002, -0.023, 0.011], [0.009, -0.007, 0.000], [0.005, 0.012, 0.003], [0.006, 0.023, 0.008], [0.009, -0.024, 0.021], [0.034, -0.014, -0.015], [0.009, 0.013, -0.020], [-0.009, 0.025, 0.000], [-0.015, 0.020, 0.048], [-0.051, -0.059, -0.002], [0.075, -0.023, 0.052], [-0.021, 0.002, 0.041], [-0.005, 0.000, 0.025], [-0.001, -0.015, -0.006], [0.010, 0.007, -0.092], [0.157, -0.020, 0.027], [0.092, -0.034, -0.026], [-0.300, -0.073, -0.113], [-0.118, 0.079, 0.194], [0.119, 0.227, -0.060], [-0.025, -0.004, 0.155], [-0.031, -0.271, -0.078], [-0.115, -0.073, -0.264], [-0.028, 0.061, 0.020], [0.035, 0.034, -0.066]],
  "orbital_gap_ev": [6.16, 5.48],
  "e_lumo_ev": [3.939, 3.914],
  "fmax_ev_per_a": 0.76,
  "total_charge": -2,
  "s2": 3.822,
  "multiplicity": 4,
  "mol_weight_g_mol": 957.60
}

=====

{
  "formula": "C2H2Cl3N3S",
  "method": "ωB97M-V/def2-TZVPD",
  "elements": ["C", "C", "N", "N", "N", "S", "Cl", "Cl", "Cl", "H", "H"],
  "coordinates": [[-0.499281, 1.308755, 0.073236], [1.292321, -0.472474, 0.002458], [-1.516831, 0.469125, 0.202402], [0.769458, 0.868400, 0.032909], [0.576401, -1.494982, 0.168981], [-2.071955, -0.823922, 0.706759], [-0.856416, 2.912945, -0.158672], [2.999638, -0.289425, -0.417398], [-3.305780, -1.656652, -0.634560], [1.590843, 1.573798, -0.043419], [1.021604, -2.395567, 0.067301]],
  "atomic_forces_ev_per_a": [[1.929, -0.020, -0.227], [0.676, -0.385, -0.603], [-1.141, -1.753, 0.051], [0.253, 1.646, 0.198], [-0.037, 1.377, 0.200], [0.101, 0.308, -1.280], [0.107, -0.031, 0.261], [-1.302, -0.714, 0.465], [1.131, 0.871, 1.011], [-2.040, -1.015, -0.038], [0.323, -0.285, -0.039]],
  "orbital_gap_ev": 6.78,
  "e_lumo_ev": -12.772,
  "fmax_ev_per_a": 2.28,
  "total_charge": 2,
  "mol_weight_g_mol": 206.49
}